(1)
This record from OMol25 describes a single C6H8O2 molecule. The level of theory is wB97M-V/def2-TZVPD.

Each line ends with the Mulliken charge.
Geometry (Å):
C 1.589 1.479 -1.092  -1.14
C 1.099 0.601 0.035  0.49
C 1.749 -0.468 0.479  0.32
O 2.446 -1.260 0.999  -0.43
C -0.338 0.548 0.072  -0.85
C -0.973 -0.621 0.131  0.80
C -2.357 -0.740 0.784  -0.94
O -0.513 -1.839 -0.120  -0.61
H 0.812 1.508 -1.949  0.31
H 1.901 2.511 -0.748  0.28
H 2.491 1.035 -1.618  0.34
H -0.907 1.421 0.248  0.27
H -2.057 -1.445 1.646  0.23
H -2.434 0.303 1.180  0.29
H -3.196 -1.099 0.149  0.28
H 0.688 -1.936 -0.196  0.37

Summary:
LUMO = 0.5 eV
Frontier orbital gap = 8.4 eV
SMILES string = CC(=C=O)/C=C(/C)O
HOMO = -7.96 eV

---

(2)
This record from OMol25 describes 2 unconnected molecules or ions with the total composition CH5N2S. The level of theory is wB97M-V/def2-TZVPD.

Each line ends with the Mulliken charge.
Geometry (Å):
C -0.248 -0.741 -0.002  0.30
N -1.527 -0.432 0.023  -0.30
N 0.701 0.140 0.187  -0.31
S 2.405 -0.004 -0.028  0.03
H 0.025 -1.775 -0.178  0.34
H -2.247 -1.138 -0.054  0.25
H -1.844 0.524 0.144  0.23
H 0.415 1.078 0.450  0.29
H 2.321 2.347 -0.542  0.17

Summary:
Total charge = +1
LUMO (spin up / spin down) = -7.2 / -7.2 eV
Frontier orbital gap (spin up / spin down) = 6.6 / 6.6 eV
HOMO (spin up / spin down) = -13.80 / -13.80 eV

---

(3)
This record from OMol25 describes a molecular structure, C32H35IrN4O4S2. The level of theory is wB97M-V/def2-TZVPD.

Each line ends with the Mulliken spin population.
Geometry (Å):
Ir -1.675 0.375 -0.901  2.13
S -2.263 2.683 -1.199  0.73
C -3.990 2.649 -1.206  -0.02
C -4.703 3.855 -1.076  0.04
C -6.077 3.869 -1.042  -0.02
C -6.777 2.663 -1.147  0.07
C -6.098 1.475 -1.285  -0.03
C -4.697 1.439 -1.333  0.08
S -3.895 -0.098 -1.527  0.29
H -4.139 4.775 -0.993  0.00
H -6.610 4.802 -0.934  0.00
H -7.858 2.662 -1.119  0.01
H -6.640 0.542 -1.364  0.00
C 3.488 -1.703 -0.137  0.00
O 2.873 -0.753 0.712  0.00
C 3.653 0.195 1.304  0.00
C 5.039 0.134 1.369  0.00
C 5.750 1.084 2.091  0.00
C 5.085 2.104 2.748  0.00
C 3.706 2.196 2.643  0.00
C 2.978 1.267 1.916  0.00
N 1.577 1.401 1.847  0.00
C 0.796 1.144 0.741  -0.05
N 1.350 1.541 -0.421  0.00
C 1.137 1.123 -1.760  -0.09
C -0.055 0.598 -2.236  0.49
C -0.121 0.306 -3.608  -0.09
C 0.953 0.515 -4.450  0.00
C 2.156 1.019 -3.954  0.00
C 2.244 1.319 -2.608  0.03
O 3.378 1.814 -1.995  0.00
C 4.462 2.191 -2.820  0.00
N -0.387 0.618 0.866  0.37
C -0.705 0.033 2.119  0.06
C -0.023 -1.106 2.547  -0.03
C -0.310 -1.699 3.761  0.00
C -1.300 -1.159 4.575  0.02
C -1.979 -0.026 4.164  -0.01
C -1.691 0.575 2.941  -0.09
O -2.331 1.737 2.591  -0.01
C -3.653 1.532 2.102  0.02
H 2.675 -2.273 -0.580  0.00
H 4.145 -2.373 0.423  0.00
H 4.051 -1.203 -0.928  0.00
H 5.566 -0.675 0.888  0.00
H 6.828 1.013 2.143  0.00
H 5.632 2.840 3.318  0.00
H 3.174 3.014 3.110  0.00
H 1.082 1.488 2.722  0.00
H 2.226 2.033 -0.305  -0.01
H -1.047 -0.074 -4.021  0.01
H 0.866 0.297 -5.506  0.00
H 2.993 1.179 -4.615  0.00
H 5.208 2.630 -2.162  0.00
H 4.148 2.926 -3.566  0.00
H 4.891 1.322 -3.327  0.00
H 0.749 -1.503 1.899  0.00
H 0.235 -2.578 4.073  0.00
H -1.532 -1.611 5.529  0.00
H -2.737 0.429 4.785  0.00
H -4.004 2.494 1.737  0.00
H -4.305 1.177 2.906  0.00
H -3.660 0.804 1.282  0.01
C -0.713 -4.353 1.100  0.00
N -0.628 -4.261 -0.347  0.00
C -0.122 -5.389 -1.111  0.00
C -0.999 -3.093 -0.913  -0.01
C -0.959 -2.951 -2.413  0.03
O -1.375 -2.155 -0.214  0.07
H -0.618 -5.396 1.390  0.00
H -1.669 -3.962 1.446  0.00
H 0.073 -3.772 1.584  0.00
H 0.142 -6.181 -0.415  0.00
H 0.774 -5.129 -1.678  0.00
H -0.870 -5.784 -1.801  0.00
H -0.828 -3.882 -2.956  0.00
H -0.154 -2.263 -2.674  -0.01
H -1.888 -2.475 -2.722  0.00

Summary:
LUMO (spin up / spin down) = 0.4 / -1.2 eV
Frontier orbital gap (spin up / spin down) = 6.2 / 6.1 eV
HOMO (spin up / spin down) = -5.82 / -7.32 eV
Spin multiplicity = 5

---

(4)
This record from OMol25 describes 12 unconnected molecules or ions with the total composition C20H54BO27. The level of theory is wB97M-V/def2-TZVPD.

Each line ends with the Mulliken charge.
Geometry (Å):
O 16.503 16.069 -10.951  -0.67
C 15.913 17.078 -11.250  1.17
O 16.228 18.287 -10.897  -0.84
B 15.142 19.184 -11.390  1.32
O 14.155 18.317 -12.084  -0.52
C 14.656 17.088 -12.084  0.61
O 14.184 16.134 -12.647  -0.47
O 15.802 20.131 -12.314  0.36
C 15.479 21.376 -11.988  0.77
O 15.738 22.351 -12.624  -0.67
C 14.783 21.316 -10.595  -0.17
O 14.631 20.042 -10.315  -0.84
O 14.440 22.259 -9.954  -0.63
O 18.380 20.612 -10.503  -0.59
H 19.200 20.972 -10.856  0.32
H 17.873 20.352 -11.286  0.15
O 11.918 14.890 -13.613  -0.72
H 11.634 14.586 -12.747  0.30
H 12.701 15.453 -13.434  0.34
O 18.411 16.129 -8.901  -0.67
H 18.419 16.974 -8.436  0.35
H 17.660 16.189 -9.519  0.21
C 20.002 16.781 -11.871  0.31
C 19.760 17.428 -13.221  -0.35
O 19.117 18.678 -13.167  -0.32
O 20.535 17.716 -10.923  -0.62
H 20.702 15.942 -11.896  0.38
H 19.090 16.337 -11.465  -0.35
H 19.062 16.736 -13.710  0.01
H 20.595 17.500 -13.926  0.44
H 19.690 19.421 -12.979  0.22
H 19.803 18.014 -10.375  0.36
C 15.707 16.487 -15.747  0.73
C 14.529 15.565 -16.109  -0.14
O 13.394 16.347 -16.446  -0.62
O 16.968 15.851 -15.652  -0.62
H 15.473 17.035 -14.828  -0.58
H 15.839 17.241 -16.526  0.32
H 14.373 14.971 -15.209  -0.24
H 14.782 14.969 -16.983  0.26
H 12.783 16.353 -15.699  0.39
H 16.914 15.218 -14.911  0.41
C 17.239 22.072 -14.604  0.32
C 18.023 21.034 -15.400  -0.40
O 17.791 21.238 -16.814  -0.55
O 17.660 23.383 -15.024  -0.69
H 17.395 22.024 -13.528  0.16
H 16.165 22.051 -14.795  0.27
H 17.767 20.019 -15.102  0.21
H 19.108 21.148 -15.312  0.30
H 18.224 22.090 -16.955  0.36
H 17.145 23.692 -15.770  0.35
C 15.714 13.640 -8.443  0.21
C 17.084 13.122 -8.863  -0.11
O 17.020 11.772 -9.300  -0.57
O 15.341 13.235 -7.135  -0.60
H 15.003 13.237 -9.175  0.20
H 15.570 14.710 -8.629  -0.14
H 17.749 13.156 -7.998  0.34
H 17.457 13.744 -9.672  0.03
H 16.853 11.187 -8.558  0.29
H 15.701 13.901 -6.539  0.36
C 15.039 22.482 -6.124  0.01
C 15.216 23.838 -6.781  -0.20
O 16.150 24.729 -6.175  -0.55
O 14.491 22.624 -4.820  -0.56
H 15.970 21.911 -6.203  0.28
H 14.318 21.931 -6.730  0.04
H 14.291 24.414 -6.860  0.30
H 15.470 23.581 -7.817  0.03
H 15.674 25.449 -5.767  0.34
H 15.192 22.941 -4.241  0.31
C 13.831 19.946 -14.745  0.01
C 14.741 20.515 -15.840  0.22
O 13.978 21.073 -16.889  -0.62
O 12.986 18.937 -15.247  -0.61
H 13.270 20.832 -14.437  0.44
H 14.476 19.526 -13.971  -0.18
H 15.353 19.682 -16.211  0.18
H 15.351 21.292 -15.366  -0.39
H 14.506 21.158 -17.682  0.36
H 13.355 18.458 -15.999  0.40
C 13.651 18.882 -7.319  -0.34
C 13.754 17.367 -7.598  0.60
O 12.449 16.823 -7.523  -0.58
O 13.543 19.142 -5.923  -0.55
H 12.816 19.307 -7.885  0.31
H 14.519 19.412 -7.710  0.14
H 14.496 17.088 -6.837  0.20
H 14.147 17.159 -8.597  -0.43
H 12.368 16.101 -8.148  0.33
H 12.713 18.700 -5.696  0.33
C 15.069 12.509 -13.970  -0.08
C 16.336 12.919 -13.264  -0.42
O 16.554 14.347 -13.286  -0.19
O 14.864 11.121 -13.744  -0.57
H 15.117 12.731 -15.041  0.19
H 14.232 13.091 -13.559  0.11
H 17.277 12.526 -13.659  0.42
H 16.343 12.631 -12.206  0.13
H 15.947 14.728 -12.635  -0.18
H 14.074 10.849 -14.218  0.34

Summary:
Total charge = -1
LUMO = 1.7 eV
Frontier orbital gap = 9.2 eV
HOMO = -7.52 eV

---

(5)
This record from OMol25 describes 2 unconnected molecules or ions with the total composition C2H4N2O. The level of theory is wB97M-V/def2-TZVPD.

Each line ends with the Mulliken charge.
Geometry (Å):
C -1.299 1.153 -0.744  -0.12
C 0.125 -0.547 0.331  -0.70
N -3.269 -1.490 0.088  -0.14
N -0.959 0.094 -0.310  -0.05
O -2.115 -1.639 -0.314  -0.26
H -2.017 1.760 -1.222  0.34
H -0.242 -1.479 0.722  0.29
H 1.046 -0.656 -0.214  0.31
H 0.343 0.106 1.227  0.33

Summary:
LUMO (spin up / spin down) = -0.3 / -0.3 eV
Frontier orbital gap (spin up / spin down) = 5.9 / 5.9 eV
HOMO (spin up / spin down) = -6.16 / -6.16 eV

---

It is found that the M values, taken in the order of the records, are 112.13, 77.13, 796.01, 737.44, 72.07 Da.